The following is a DFT calculation (ωB97M-V/def2-TZVPD) of a single C5H8N2 molecule.

Summary:
**Kohn-Sham gap**: 10.9 eV
**Structure (SMILES)**: C[C@H]1[C@@H](C#N)N1C
**Relative energy (zero: lowest compared OMol25 entry of this formula, charge and spin)**: 157.9 kJ/mol
**Electronic energy**: -304.77534 Eh
**Lowest unoccupied orbital energy**: 0.0344 Ha
**Strongest force on any atom**: 1.137 eV Å⁻¹

The geometry in XYZ format:
```
15
C5H8N2 | the OMol25 dataset | ωB97M-V/def2-TZVPD
C 1.49487 -1.27015 0.71476
H -1.80679 1.36836 0.11180
C 0.61613 0.60017 -0.58571
H -2.24447 -0.08869 1.01139
C -1.88257 0.27849 0.04773
H 1.10468 -2.04158 1.38505
H -2.61936 0.04281 -0.72517
H -0.53983 -1.24631 -0.87751
C -0.53674 -0.31684 -0.30254
H 2.44198 -0.90306 1.12052
C 0.35343 2.02452 -0.49889
N 0.54342 -0.16735 0.64898
H 1.36143 0.32015 -1.32809
H 1.69028 -1.73352 -0.26829
N 0.02352 3.13299 -0.45403
```